(1)
The following is a DFT calculation (wB97M-V/def2-TZVPD) of C12H9Br4NO7Pt as an isolated structure.

Properties
multiplicity = 1
electronic energy = -11459.37516 a.u.
HOMO (spin up / spin down) = -8.39 / -8.38 eV
energy relative to the best compared isomer or geometry (same formula, charge and spin) = 2.1469 eV
net charge = 0
lowest unoccupied orbital energy (spin up / spin down) = -3.33 / -3.33 eV
molecular weight = 793.9 g/mol
frontier orbital gap (spin up / spin down) = 5.05 / 5.05 eV

Each line ends with the Löwdin charge.
Positions of all 34 atoms, in Å:
Pt  -0.722  -0.294  -0.232  1.555
O  -1.557  -0.806  1.903  -0.139
C  -2.289  0.266  2.526  -0.182
C  -1.264  1.351  2.795  -0.148
N  -0.490  1.630  1.597  -0.222
C  -1.048  2.682  0.755  -0.085
C  -2.256  2.227  -0.048  -0.601
O  -3.199  2.954  -0.238  0.097
O  -2.189  1.005  -0.536  -0.190
C  0.937  1.812  1.799  -0.089
C  1.727  1.440  0.553  -0.583
O  2.823  1.911  0.351  0.106
O  1.191  0.560  -0.260  -0.087
H  -2.157  -1.539  1.723  0.112
H  -2.709  -0.089  3.468  0.131
H  -3.093  0.598  1.869  0.121
H  -0.586  0.984  3.566  0.128
H  -1.766  2.243  3.188  0.138
H  -0.291  2.969  0.020  0.145
H  -1.315  3.577  1.326  0.139
H  1.287  1.155  2.597  0.139
H  1.204  2.838  2.073  0.141
Br  2.603  -2.992  -5.529  0.763
C  1.927  -2.656  -3.813  -0.732
C  2.460  -3.356  -2.685  -0.727
Br  3.833  -4.609  -2.933  0.766
C  1.984  -3.125  -1.416  -0.651
Br  2.630  -3.985  0.114  0.829
C  0.951  -2.183  -1.234  -0.386
O  0.435  -1.915  -0.081  -0.174
C  0.417  -1.494  -2.364  -0.366
O  -0.560  -0.665  -2.140  -0.138
C  0.920  -1.731  -3.656  -0.653
Br  0.162  -0.762  -5.062  0.844

(2)
The following is a DFT calculation (wB97M-V/def2-TZVPD) of C42H45AsClF2N4SbTi as an isolated structure in a non-equilibrium geometry.

Properties
multiplicity = 3
electronic energy = -5831.75173 a.u.
HOMO (spin up / spin down) = -5.16 / -5.85 eV
energy relative to the best compared isomer or geometry (same formula, charge and spin) = 2.1980 eV
net charge = 0
lowest unoccupied orbital energy (spin up / spin down) = -0.61 / -0.60 eV
molecular weight = 923.8 g/mol
frontier orbital gap (spin up / spin down) = 4.55 / 5.26 eV

Each line ends with the Löwdin spin population.
Positions of all 97 atoms, in Å:
Ti  -0.321  0.090  1.160  1.087
C  0.786  -0.641  4.218  0.018
C  0.198  -1.757  3.413  0.114
C  0.408  -3.052  3.797  0.039
C  -0.120  -4.128  3.053  0.202
C  -0.888  -3.818  1.946  0.009
C  -1.077  -2.498  1.563  0.190
N  -0.542  -1.444  2.281  0.147
Sb  -2.765  -2.251  0.233  0.045
C  -1.859  -2.794  -1.693  0.023
C  -2.328  -3.977  -2.249  0.002
C  -1.835  -4.370  -3.484  0.001
C  -0.914  -3.559  -4.115  -0.001
C  -0.517  -2.369  -3.507  0.001
C  0.469  -1.479  -4.205  0.000
N  -0.990  -1.997  -2.310  0.002
C  -3.043  -0.093  0.222  0.011
C  -4.390  0.168  0.023  0.002
C  -4.875  1.460  0.095  0.007
C  -3.953  2.458  0.338  -0.001
C  -2.609  2.165  0.514  0.006
C  -1.718  3.354  0.721  0.002
N  -2.130  0.884  0.495  0.009
H  0.013  0.065  4.522  0.004
H  1.543  -0.109  3.639  0.004
H  1.263  -1.044  5.109  0.000
H  0.997  -3.241  4.684  -0.002
H  0.048  -5.152  3.356  0.014
H  -1.356  -4.604  1.362  -0.004
H  -3.055  -4.577  -1.716  0.001
H  -2.174  -5.287  -3.949  0.000
H  -0.496  -3.829  -5.077  0.000
H  0.204  -1.371  -5.258  0.000
H  1.468  -1.911  -4.154  0.000
H  0.501  -0.502  -3.731  0.000
H  -5.061  -0.655  -0.187  0.002
H  -5.924  1.683  -0.040  0.001
H  -4.271  3.490  0.401  0.000
H  -2.041  4.150  0.052  0.000
H  -0.675  3.132  0.534  0.000
H  -1.819  3.729  1.738  0.001
F  4.501  -2.276  2.268  0.000
C  3.789  -1.222  1.786  -0.001
C  2.514  -1.390  1.415  0.002
C  1.729  -0.249  0.886  -0.013
C  2.359  1.080  1.254  -0.002
C  3.789  1.112  1.344  0.000
F  4.445  2.296  1.189  0.000
C  4.507  0.012  1.640  -0.001
C  1.539  2.010  1.877  0.013
C  1.950  3.294  2.382  -0.002
C  1.202  3.933  3.315  0.009
C  -0.013  3.346  3.779  -0.001
C  -0.445  2.211  3.172  0.016
N  0.245  1.571  2.194  0.012
H  2.095  -2.393  1.412  0.000
H  5.581  0.037  1.756  0.000
H  2.883  3.710  2.035  0.000
H  1.529  4.882  3.720  0.001
H  -0.587  3.805  4.571  0.000
H  -1.403  1.766  3.428  0.004
C  2.429  3.264  -2.305  0.000
C  1.437  2.466  -3.152  0.000
As  -0.321  2.351  -2.247  0.001
C  -1.376  1.637  -3.763  0.000
C  -2.871  1.636  -3.449  0.000
C  -0.827  4.265  -2.427  0.000
C  -0.513  4.948  -3.753  0.000
H  3.441  3.183  -2.704  0.000
H  2.437  2.907  -1.271  0.000
H  2.163  4.323  -2.281  0.000
H  1.816  1.452  -3.300  0.000
H  1.322  2.911  -4.141  0.000
H  -1.046  0.614  -3.943  0.000
H  -1.176  2.209  -4.671  0.000
H  -3.072  1.062  -2.541  0.000
H  -3.446  1.192  -4.263  0.000
H  -3.240  2.653  -3.293  0.000
H  -0.326  4.797  -1.615  0.000
H  -1.901  4.322  -2.231  0.000
H  0.563  5.036  -3.907  0.000
H  -0.930  5.957  -3.769  0.000
H  -0.935  4.403  -4.598  0.000
Cl  6.615  -2.602  -3.061  0.000
C  5.143  -1.985  -2.378  -0.001
C  4.102  -2.853  -2.095  0.000
C  2.927  -2.350  -1.560  0.000
C  2.767  -0.990  -1.311  0.004
C  1.507  -0.472  -0.660  0.014
C  3.824  -0.139  -1.616  0.000
C  5.009  -0.627  -2.144  0.000
H  4.210  -3.911  -2.295  0.000
H  2.113  -3.034  -1.341  0.000
H  1.227  0.474  -1.126  0.002
H  0.708  -1.204  -0.816  0.007
H  3.732  0.926  -1.442  0.000
H  5.824  0.045  -2.376  0.000

- Which of these has the highest energy relative to the best compared isomer or geometry (same formula, charge and spin)?
  C42H45AsClF2N4SbTi